(1)
Here is one molecule with the formula C24H29N3O4S from the Open Molecules 2025 dataset. Energies are from the ωB97M-V functional and the def2-TZVPD basis.

```
61
Properties=species:S:1:pos:R:3
C -5.37074 -3.08742 -2.17059
O -4.27529 -3.02614 -1.29158
C -4.09232 -1.88557 -0.56248
C -4.90152 -0.75811 -0.62950
C -4.62215 0.34109 0.16529
C -3.54797 0.33880 1.03998
C -3.23284 1.55713 1.87128
C -2.24705 2.41077 1.12284
C -0.89693 2.30579 1.30230
O -0.36665 1.47634 2.21948
N 0.01952 3.02009 0.59911
C -0.41755 3.82176 -0.31758
S 0.73362 4.70813 -1.28260
C 2.24563 3.87100 -0.72992
C 2.11540 2.36289 -0.97261
O 1.63419 1.92763 -1.99271
N 2.60240 1.61641 0.03560
C 2.69630 0.15278 0.03012
C 3.21764 -0.29053 1.39769
C 3.34543 -1.81443 1.42561
C 1.97563 -2.44367 1.17626
C 1.45842 -2.00262 -0.19218
C 2.43229 -2.45469 -1.27878
C 3.80073 -1.82467 -1.02575
C 4.32336 -2.26432 0.34133
C 3.67377 -0.30249 -1.05920
C 1.32519 -0.48097 -0.22376
N -1.72522 4.01440 -0.56195
C -2.74604 3.33110 0.13483
O -3.90356 3.57081 -0.13329
C -2.73492 -0.78780 1.09452
C -3.00085 -1.88708 0.30664
H -6.32127 -2.97820 -1.63769
H -5.30396 -2.32378 -2.95259
H -5.32751 -4.07460 -2.62854
H -5.74994 -0.71907 -1.29448
H -5.24692 1.21870 0.09514
H -4.14117 2.13882 2.03226
H -2.80152 1.26266 2.82826
H 0.59488 1.57487 2.17367
H 3.04262 4.27398 -1.35530
H 2.41658 4.12365 0.31476
H 3.02707 2.08625 0.81920
H 4.19365 0.16539 1.58827
H 2.52931 0.03236 2.18373
H 3.71971 -2.12413 2.40794
H 2.05823 -3.53175 1.21095
H 1.27571 -2.13626 1.95638
H 0.47455 -2.44687 -0.37279
H 2.51794 -3.54337 -1.27362
H 2.06004 -2.15005 -2.25835
H 4.50207 -2.14310 -1.80449
H 5.30894 -1.82881 0.52292
H 4.42878 -3.35059 0.36718
H 4.64960 0.16231 -0.89368
H 3.30047 0.02513 -2.02998
H 0.95168 -0.15474 -1.19382
H 0.61358 -0.15633 0.53660
H -2.02350 4.65019 -1.29271
H -1.88855 -0.80123 1.76546
H -2.37897 -2.76784 0.34693
```

Calculated values
**Charge**: 0
**Relative energy (zero: lowest compared OMol25 entry of this formula, charge and spin)**: 0.0 kcal/mol
**Spin multiplicity**: 1
**HOMO level**: -7.97 eV
**SMILES**: COc1ccc(Cc2c(O)nc(SCC(=O)N[C@]34C[C@H]5C[C@H](C[C@H](C5)C3)C4)[nH]c2=O)cc1
**Frontier orbital gap**: 0.307 Eh
**Lowest unoccupied orbital energy**: 0.38 eV

Löwdin population analysis, charges in e, atoms 1 to 6: -0.10 -0.09 -0.28 -0.01 -0.02 -0.22



(2)
Here is one molecule with the formula C4H8ClN3 from the Open Molecules 2025 dataset. Energies are from the ωB97M-V functional and the def2-TZVPD basis.

```
16
Properties=species:S:1:pos:R:3
N 0.19704 -1.16006 -1.63747
C 0.37618 -0.05396 -0.72318
C 1.82533 0.07322 -0.28266
N 1.96171 0.30436 0.95209
N 0.70708 0.41745 1.51926
C -0.33624 -0.15771 0.65059
C -1.61527 0.70716 0.81413
Cl -2.85340 0.23029 -0.44002
H -0.75150 -1.22794 -2.01833
H 0.88052 -1.13960 -2.40794
H 0.08845 0.91692 -1.14949
H 2.70849 -0.02784 -0.90173
H 0.74269 0.05654 2.45802
H -0.55855 -1.21932 0.84473
H -2.07185 0.55705 1.79640
H -1.30066 1.72344 0.52561
```

Calculated values
**Charge**: 0
**Relative energy (zero: lowest compared OMol25 entry of this formula, charge and spin)**: 23.3 kcal/mol
**Spin multiplicity**: 1
**HOMO level**: -8.97 eV
**SMILES**: N[C@@H]1C=NN[C@H]1CCl
**Frontier orbital gap**: 0.365 Eh
**Lowest unoccupied orbital energy**: 0.96 eV

Löwdin population analysis, charges in e, atoms 1 to 6: 0.03 -0.37 -0.12 0.03 -0.05 -0.35



(3)
Here is one molecule with the formula C16H14N2O4S from the Open Molecules 2025 dataset. Energies are from the ωB97M-V functional and the def2-TZVPD basis.

```
37
Properties=species:S:1:pos:R:3
C -4.07063 -2.35179 -0.74492
C -3.62706 -0.93776 -0.63840
C -4.34616 0.19105 -0.91298
C -3.61919 1.37432 -0.70830
C -2.34050 1.13981 -0.27456
C -1.32448 2.13028 0.03699
O -1.46569 3.32259 -0.07047
O -0.18989 1.53651 0.47279
C 0.90799 2.38506 0.76667
C 2.21874 1.82369 0.22334
O 3.05805 2.56557 -0.23945
N 2.39142 0.47382 0.25074
C 3.44692 -0.09615 -0.56445
C 2.88734 -1.08635 -1.57984
O 3.35544 -1.27044 -2.67674
N 1.81567 -1.78546 -1.11642
C 1.29251 -1.64848 0.16535
C 0.50452 -2.64019 0.73220
C 0.01338 -2.48239 2.01515
C 0.32526 -1.34604 2.74217
C 1.11058 -0.35259 2.18433
C 1.57550 -0.48012 0.88380
S -2.02079 -0.55537 -0.11741
H -3.91736 -2.87317 0.19864
H -3.49906 -2.87546 -1.51057
H -5.12491 -2.39446 -1.00609
H -5.36671 0.17065 -1.25123
H -4.00068 2.36653 -0.86618
H 0.74921 3.36306 0.29617
H 0.97549 2.53950 1.84966
H 3.95983 0.71543 -1.08514
H 4.17384 -0.62496 0.06595
H 1.45256 -2.52176 -1.70780
H 0.27898 -3.52876 0.16174
H -0.60286 -3.25297 2.45130
H -0.03754 -1.23361 3.75191
H 1.36963 0.51909 2.76284
```

Calculated values
**Charge**: 0
**Relative energy (zero: lowest compared OMol25 entry of this formula, charge and spin)**: 3.0 kcal/mol
**Spin multiplicity**: 1
**HOMO level**: -8.71 eV
**SMILES**: Cc1ccc(C(=O)OCC(=O)N2CC(=O)Nc3ccccc32)s1
**Frontier orbital gap**: 0.327 Eh
**Lowest unoccupied orbital energy**: 0.18 eV

Löwdin population analysis, charges in e, atoms 1 to 6: -0.10 -0.56 -0.12 -0.08 -0.41 -0.49



(4)
Here is C5H12CdO3 as an isolated structure from the Open Molecules 2025 dataset. Energies are from the ωB97M-V functional and the def2-TZVPD basis.

```
21
Properties=species:S:1:pos:R:3
O -1.47366 1.90157 -0.27384
C -2.36253 1.05242 0.35385
C -1.78383 -0.29952 0.75564
O -1.57147 -1.11845 -0.37445
C -0.41341 -1.19814 -1.15121
C 0.92205 -1.20755 -0.44153
O 1.32335 0.10076 -0.03329
C 2.57313 0.11698 0.64656
H -3.22744 0.85297 -0.31361
H -2.78710 1.49872 1.27764
H -2.51413 -0.83939 1.37510
H -0.88379 -0.17639 1.38198
H -0.46659 -0.42376 -1.93305
H -0.48482 -2.14925 -1.69686
H 1.69098 -1.59813 -1.12555
H 0.88005 -1.85219 0.44973
H 2.79416 1.15835 0.90582
H 2.50946 -0.49347 1.55774
H 3.35929 -0.27560 -0.01375
H 1.53844 3.08730 -0.86807
Cd 0.37787 1.86278 -0.47886
```

Calculated values
**Charge**: 0
**Relative energy (zero: lowest compared OMol25 entry of this formula, charge and spin)**: 4.8 kcal/mol
**Spin multiplicity**: 1
**HOMO level**: -8.74 eV
**Frontier orbital gap**: 0.343 Eh
**Lowest unoccupied orbital energy**: 0.59 eV

Löwdin population analysis, charges in e, atoms 1 to 6: -0.51 -0.38 -0.22 -0.14 -0.21 -0.19



(5)
Here is C33H42CaF12N2O32S4 as an isolated structure from the Open Molecules 2025 dataset. Energies are from the ωB97M-V functional and the def2-TZVPD basis.

```
126
Properties=species:S:1:pos:R:3
Ca -7.04782 -10.93191 17.04798
C -5.60165 -9.96037 20.69180
F -5.01412 -11.14663 20.68602
F -6.90349 -10.17057 20.87334
F -5.13377 -9.20889 21.66514
S -5.34608 -9.06824 19.03127
O -6.69763 -8.65851 18.68161
O -4.35739 -8.05733 19.24269
N -5.04269 -10.37157 17.93530
S -3.47606 -10.51144 17.94870
O -2.91841 -9.95891 16.73790
O -2.77890 -10.26154 19.18258
C -3.18915 -12.36058 17.66904
F -4.09828 -12.85145 16.83129
F -1.95603 -12.53788 17.26687
F -3.34366 -13.02478 18.82535
C -7.04642 -14.43124 14.58127
F -7.15190 -15.74958 14.49577
F -5.73459 -14.23128 14.60221
F -7.57914 -13.84835 13.53068
S -7.86507 -13.92008 16.23442
O -8.80797 -14.95395 16.56718
O -6.72390 -13.79266 17.11524
N -8.35297 -12.32951 15.94260
S -9.83994 -12.43496 15.34905
O -10.10148 -13.63417 14.59260
O -10.82849 -12.03164 16.30362
C -9.76269 -11.03107 14.14421
F -8.90572 -11.30447 13.16087
F -10.95048 -10.77447 13.59475
F -9.32166 -9.92703 14.76037
C -11.12079 -5.89418 13.06611
C -11.18963 -7.08047 14.03195
O -10.92206 -6.44318 15.26806
C -10.37030 -5.23404 15.07042
O -9.97417 -4.53691 15.94598
O -10.29324 -4.97078 13.75278
H -12.07283 -5.47353 12.73829
H -10.65862 -6.21783 12.13126
H -10.35085 -7.76666 13.87158
H -12.08006 -7.70392 13.99951
C -4.31945 -17.91620 12.33039
C -4.15568 -16.54878 13.02580
O -3.12270 -16.77563 13.94336
C -2.84931 -18.08676 14.05020
O -2.09003 -18.55922 14.82919
O -3.58518 -18.78065 13.14300
H -4.04162 -17.90696 11.27302
H -5.37709 -18.19977 12.32008
H -5.10969 -16.17255 13.37301
H -3.84921 -15.90376 12.19940
C -10.76669 -17.37995 15.51242
C -10.17117 -17.05428 14.11110
O -9.29359 -18.16677 13.92286
C -9.27678 -19.00094 14.93767
O -8.75154 -20.07309 14.96161
O -10.01471 -18.47944 15.96730
H -11.81896 -17.63016 15.36551
H -10.65568 -16.60294 16.26833
H -9.54379 -16.16613 14.15251
H -10.95841 -16.95632 13.37187
C -10.24276 -11.99196 10.15745
C -10.61087 -13.09137 11.14433
C -11.94756 -13.05716 11.88762
O -12.50316 -14.35062 11.63746
C -11.77030 -15.00915 10.71011
O -12.18565 -15.96087 10.13317
O -10.63320 -14.35170 10.46225
H -11.06714 -11.71713 9.50024
H -9.36007 -12.29401 9.60024
H -10.00984 -11.11735 10.76917
H -9.78079 -13.16519 11.84865
H -12.71724 -12.37291 11.51980
H -11.87278 -12.95539 12.96674
C -5.80292 -5.91634 12.74102
C -5.55100 -6.21932 14.19847
C -6.41009 -5.54096 15.27604
O -6.93833 -6.62243 16.00163
C -6.65732 -7.78156 15.46288
O -7.08630 -8.84559 15.80852
O -5.84546 -7.62546 14.39544
H -6.85941 -6.00657 12.48706
H -5.21983 -6.54692 12.06999
H -5.46037 -4.91299 12.47593
H -4.52355 -5.97357 14.47258
H -7.20711 -4.92309 14.85886
H -5.77168 -4.99117 15.96479
C -9.71892 -16.88014 19.35554
C -8.19669 -17.00991 19.34683
C -7.51366 -15.80558 19.95982
O -6.35387 -16.39442 20.56289
C -6.61220 -17.70393 20.75457
O -5.89329 -18.49267 21.28000
O -7.79087 -18.06732 20.16794
H -10.20630 -17.83912 19.15408
H -10.04525 -16.29696 18.49215
H -10.10034 -16.57898 20.33080
H -7.87588 -17.06211 18.29847
H -8.11945 -15.37513 20.76869
H -7.41514 -14.97313 19.26486
C -3.90184 -12.73835 11.35582
C -3.58664 -11.65010 12.35837
C -4.16682 -10.27006 12.11493
O -4.98205 -10.03232 13.28226
C -4.95424 -11.09184 14.10661
O -5.52082 -11.24404 15.14508
O -4.17440 -12.04332 13.58611
H -4.00368 -12.41996 10.31537
H -4.82466 -13.23395 11.66634
H -3.20944 -13.57691 11.27110
H -2.51416 -11.58623 12.56687
H -4.80936 -10.22217 11.23440
H -3.47741 -9.42863 12.10370
C -12.73110 -14.17293 18.49583
C -13.75139 -14.33266 17.38462
C -13.84373 -13.11983 16.46825
O -13.71162 -13.60220 15.14650
C -13.15424 -14.84414 15.20528
O -12.73768 -15.45702 14.28516
O -13.25804 -15.32342 16.46870
H -11.78698 -13.69303 18.21063
H -12.42440 -15.08469 19.00161
H -13.09995 -13.37723 19.15472
H -14.72841 -14.60288 17.78585
H -12.97829 -12.50579 16.73681
H -14.68550 -12.44752 16.61830
```

Calculated values
**Charge**: 0
**Relative energy (zero: lowest compared OMol25 entry of this formula, charge and spin)**: 0.0 kcal/mol
**Spin multiplicity**: 1
**HOMO level**: -10.44 eV
**Frontier orbital gap**: 0.357 Eh
**Lowest unoccupied orbital energy**: -0.73 eV

Löwdin population analysis, charges in e, atoms 1 to 6: 1.50 -0.67 0.15 0.14 0.18 0.68



(6)
Here is C21H23IrN6OS2 as an isolated structure from the Open Molecules 2025 dataset. Energies are from the ωB97M-V functional and the def2-TZVPD basis.

```
54
Properties=species:S:1:pos:R:3
Ir 0.70188 -0.26456 0.51018
N 1.55954 -3.36269 3.55456
C 1.12826 -2.64696 2.49458
S 2.15598 -1.34910 1.96623
N -0.01090 -2.97500 1.96836
N -0.40396 -2.23044 0.86835
C -1.35711 -2.81228 0.23789
C -2.03873 -2.40091 -0.99333
C -3.15855 -3.14069 -1.36746
C -3.81568 -2.81616 -2.54227
C -3.32631 -1.77157 -3.30510
C -2.19766 -1.09884 -2.85425
N -1.56070 -1.39543 -1.72868
H 2.48255 -3.21769 3.92065
H 1.06987 -4.20948 3.78932
H -1.69760 -3.74872 0.67164
H -3.50041 -3.95721 -0.74568
H -4.68635 -3.37452 -2.85823
H -3.79734 -1.48204 -4.23392
H -1.78665 -0.28449 -3.44233
C -1.95653 0.40524 1.79865
N -0.52198 0.66369 2.05378
C -0.21239 0.26773 3.44529
C -0.25671 2.12709 1.91271
C 1.20219 2.33671 1.65786
C 1.88207 3.48116 2.04516
C 3.22703 3.62313 1.73280
C 3.88916 2.61695 1.04366
C 3.21491 1.46329 0.66500
C 1.86325 1.32320 0.96255
H -2.56379 1.04569 2.44325
H -2.17828 -0.63562 2.02209
H -2.18110 0.60768 0.75356
H -0.90125 0.78052 4.12143
H 0.81114 0.54473 3.68387
H -0.33104 -0.80695 3.55538
H -0.60849 2.64550 2.80871
H -0.83979 2.48422 1.06296
H 1.36558 4.26042 2.59326
H 3.76048 4.51402 2.03569
H 4.93908 2.72591 0.80552
H 3.74348 0.67942 0.13820
O -0.24496 0.99416 -0.78902
N 0.19178 0.96523 -2.04547
C -0.33628 1.89691 -2.88010
C 0.01963 1.92579 -4.19404
C 0.93857 0.97912 -4.67235
C 1.47042 0.06096 -3.80837
C 1.10123 0.05671 -2.45321
S 1.77326 -1.04542 -1.31463
H -1.03357 2.57053 -2.40630
H -0.41017 2.67523 -4.84141
H 1.23148 0.98104 -5.71281
H 2.19147 -0.67520 -4.13421
```

Calculated values
**Charge**: +1
**Relative energy (zero: lowest compared OMol25 entry of this formula, charge and spin)**: 0.0 kcal/mol
**Spin multiplicity**: 2
**HOMO level (alpha / beta)**: -10.87 / -10.82 eV
**Frontier orbital gap (alpha / beta)**: 0.292 / 0.217 Eh
**Lowest unoccupied orbital energy (alpha / beta)**: -2.91 / -4.91 eV

Löwdin population analysis, charges in e, atoms 1 to 6: 1.04 0.10 -0.83 0.69 -0.01 -0.12